Computed, not measured: a structure of composition C61H109AsF6N8O3 in a non-equilibrium geometry, with the ωB97M-V functional and the def2-TZVPD basis.

Geometry (Å):
C (-15.15637, -22.42572, 19.03569)
N (-15.52876, -21.02319, 19.01977)
C (-15.66969, -20.30345, 17.90744)
C (-16.38337, -19.10675, 17.86894)
C (-16.81447, -18.48354, 19.02126)
C (-16.30905, -19.11479, 20.22532)
C (-15.71217, -20.42759, 20.18995)
C (-17.51512, -17.16056, 18.96454)
C (-17.27829, -16.18524, 19.96536)
C (-17.93762, -14.95150, 19.82734)
N (-18.64812, -14.58381, 18.78197)
C (-18.74673, -15.43018, 17.71970)
C (-18.13306, -16.66322, 17.83181)
C (-19.10447, -13.19883, 18.51169)
H (-15.58593, -22.96418, 19.88047)
H (-14.06831, -22.47410, 19.07908)
H (-15.45257, -22.83278, 18.06891)
H (-15.17546, -20.81648, 17.09569)
H (-16.62192, -18.70803, 16.89399)
H (-16.54014, -18.65548, 21.17507)
H (-15.27997, -20.95652, 21.02652)
H (-16.77995, -16.42641, 20.89267)
H (-17.91308, -14.24242, 20.64159)
H (-19.19724, -15.02091, 16.82754)
H (-18.13523, -17.26319, 16.93380)
H (-18.70112, -12.92366, 17.53717)
H (-18.71375, -12.59038, 19.32730)
H (-20.18786, -13.07895, 18.50910)
C (-24.61467, -19.34934, 19.95713)
N (-24.66019, -18.26891, 18.92756)
C (-25.22321, -17.08161, 19.19793)
C (-25.38529, -16.18220, 18.14378)
C (-25.18781, -16.54436, 16.81848)
C (-24.49566, -17.79416, 16.64380)
C (-24.37847, -18.71374, 17.72604)
C (-25.47385, -15.62343, 15.67732)
C (-25.90606, -16.02894, 14.40649)
C (-26.33892, -15.15006, 13.47131)
N (-26.17476, -13.80210, 13.70877)
C (-25.58027, -13.36466, 14.90035)
C (-25.23446, -14.29240, 15.86290)
C (-26.70549, -12.86539, 12.75660)
H (-25.41164, -20.06821, 19.76701)
H (-24.69437, -18.89114, 20.94293)
H (-23.58827, -19.70875, 19.88338)
H (-25.42672, -16.75928, 20.20843)
H (-25.76512, -15.19056, 18.34068)
H (-24.07554, -18.02410, 15.67580)
H (-24.08032, -19.74418, 17.60070)
H (-25.92396, -17.07746, 14.14827)
H (-26.81366, -15.49598, 12.56501)
H (-25.62313, -12.29302, 15.02749)
H (-24.83474, -13.91975, 16.79444)
H (-25.82602, -12.24403, 12.58763)
H (-27.37695, -12.38481, 13.46814)
H (-27.27711, -13.34260, 11.96060)
C (-23.63635, -18.72560, 2.44811)
C (-22.26613, -18.05438, 2.31897)
C (-22.05602, -16.86004, 3.31704)
C (-21.93509, -17.43492, 4.74034)
N (-21.57452, -16.30811, 5.78253)
C (-22.42312, -15.01287, 5.76397)
C (-22.34070, -14.44718, 7.25871)
C (-21.42620, -15.37478, 8.02554)
C (-21.65865, -16.73796, 7.24487)
C (-20.09764, -15.92214, 5.47925)
H (-23.76445, -19.12877, 3.45267)
H (-23.90803, -19.54537, 1.78309)
H (-24.52954, -18.10634, 2.36540)
H (-22.24688, -17.87890, 1.24336)
H (-21.42816, -18.73651, 2.46246)
H (-22.85122, -16.12845, 3.17373)
H (-21.10008, -16.42688, 3.02267)
H (-21.26216, -18.28260, 4.86957)
H (-22.85952, -17.87212, 5.11768)
H (-22.13446, -14.33064, 4.96438)
H (-23.45350, -15.22322, 5.47732)
H (-22.09655, -13.41807, 7.52219)
H (-23.38020, -14.54948, 7.57028)
H (-20.38058, -15.07022, 8.07051)
H (-21.59219, -15.34122, 9.10231)
H (-20.89144, -17.50744, 7.33083)
H (-22.65078, -17.17898, 7.34116)
H (-20.04368, -15.37048, 4.54071)
H (-19.52327, -16.84395, 5.38729)
H (-19.62591, -15.40229, 6.31312)
C (-18.06889, -0.16646, 14.53021)
C (-19.33940, -0.87045, 14.92669)
C (-19.09882, -2.37233, 15.20924)
C (-20.45060, -3.13927, 15.40732)
N (-20.18999, -4.64530, 15.86877)
C (-21.51821, -5.49008, 15.91972)
C (-22.18763, -4.94039, 17.17182)
C (-21.07039, -4.86989, 18.19311)
C (-19.74699, -4.65284, 17.34844)
C (-19.15664, -5.32808, 15.04476)
H (-17.44092, -0.90747, 14.03558)
H (-17.48503, 0.20877, 15.37070)
H (-18.27164, 0.68263, 13.87749)
H (-19.95448, -0.74066, 14.03622)
H (-19.74890, -0.44169, 15.84133)
H (-18.42323, -2.47688, 16.05820)
H (-18.64700, -2.88491, 14.35999)
H (-20.93986, -3.27963, 14.44346)
H (-20.97805, -2.70930, 16.25880)
H (-21.17764, -6.51809, 16.04344)
H (-22.00694, -5.32312, 14.95984)
H (-22.97219, -5.54485, 17.62701)
H (-22.58440, -3.93601, 17.02384)
H (-20.88809, -5.79202, 18.74497)
H (-21.36848, -4.09097, 18.89491)
H (-19.09826, -5.50214, 17.56277)
H (-19.11139, -3.84342, 17.70756)
H (-19.37699, -5.22998, 13.98178)
H (-19.11052, -6.34765, 15.42744)
H (-18.20130, -4.90724, 15.35830)
C (-14.77932, -9.81165, 12.01028)
C (-14.27368, -9.08012, 10.73827)
C (-14.45869, -9.94931, 9.52337)
C (-13.94163, -9.29544, 8.22197)
N (-14.57622, -9.91934, 6.93278)
C (-13.94979, -9.12106, 5.76288)
C (-14.85105, -9.44616, 4.60860)
C (-16.33406, -9.48426, 5.20761)
C (-16.08306, -9.61686, 6.71451)
C (-14.44763, -11.45591, 6.82294)
H (-14.23199, -10.74484, 12.14329)
H (-15.82781, -10.06409, 11.85196)
H (-14.52185, -9.30371, 12.93969)
H (-13.22497, -8.83871, 10.91152)
H (-14.82265, -8.13900, 10.70608)
H (-15.50494, -10.24450, 9.44383)
H (-13.87155, -10.84178, 9.73986)
H (-12.86038, -9.40109, 8.13339)
H (-14.19604, -8.23643, 8.26520)
H (-12.94675, -9.49788, 5.56281)
H (-13.95888, -8.07342, 6.06370)
H (-14.71519, -10.39952, 4.09795)
H (-14.89197, -8.71026, 3.80556)
H (-16.95191, -10.29701, 4.82578)
H (-16.98934, -8.61378, 5.23890)
H (-16.59533, -10.34472, 7.34370)
H (-16.16989, -8.60859, 7.11942)
H (-14.97222, -11.98939, 7.61561)
H (-13.37036, -11.60503, 6.89605)
H (-14.89793, -11.88025, 5.92558)
C (-26.10156, -7.61242, 7.11648)
C (-25.18787, -6.48536, 7.52093)
C (-25.99787, -5.22203, 7.66857)
C (-25.14116, -3.97418, 7.90578)
N (-25.81787, -2.66507, 8.19748)
C (-24.63983, -1.65268, 8.51304)
C (-25.24974, -0.45649, 9.24329)
C (-26.22279, -1.11151, 10.13841)
C (-26.54626, -2.52313, 9.59090)
C (-26.57544, -2.20923, 6.91122)
H (-25.51951, -8.53344, 7.08399)
H (-26.52447, -7.45721, 6.12394)
H (-26.94858, -7.85742, 7.75730)
H (-24.36796, -6.29895, 6.82730)
H (-24.65475, -6.83796, 8.40385)
H (-26.81310, -5.12527, 8.38560)
H (-26.40504, -4.94064, 6.69742)
H (-24.32744, -3.83109, 7.19482)
H (-24.62560, -4.17625, 8.84464)
H (-24.25067, -1.45547, 7.51415)
H (-23.90312, -2.15691, 9.13842)
H (-25.92532, 0.00770, 8.52481)
H (-24.50523, 0.14360, 9.76644)
H (-27.06343, -0.45520, 10.36351)
H (-25.90207, -1.39161, 11.14179)
H (-27.57556, -2.81296, 9.37964)
H (-26.17645, -3.31004, 10.24826)
H (-25.99159, -2.46533, 6.02712)
H (-26.79161, -1.14290, 6.97687)
H (-27.47696, -2.78694, 6.70725)
As (-17.55990, -3.33771, 8.18014)
F (-16.04030, -3.08578, 9.24894)
F (-17.13821, -1.79081, 7.29953)
F (-19.02800, -3.56795, 7.16017)
F (-17.84652, -4.89258, 9.01518)
F (-18.42959, -2.32844, 9.33711)
F (-16.54680, -4.16031, 6.92144)
O (-19.66567, -9.45026, 11.48622)
C (-20.71250, -9.95934, 12.11430)
O (-21.80641, -9.56281, 11.82429)
O (-20.62182, -10.91853, 12.90728)
H (-20.34481, -8.89294, 11.09924)

## Properties
Total charge: +6
Calculated total energy in eV: -160169.801
HOMO-LUMO gap in eV: 1.722
Max |F| in eV Å⁻¹: 6.55
LUMO level in eV: -12.8752

Computed, not measured: a cluster of 2 separate species, C5H13N3 in total in a non-equilibrium geometry, with the ωB97M-V functional and the def2-TZVPD basis.

Geometry (Å):
C (2.68514, 0.93521, 1.25437)
C (2.13175, 0.13194, 0.29806)
C (-1.79058, -0.67821, 1.50724)
C (0.46755, 1.63688, -0.46225)
C (-0.89937, -1.43491, -1.93888)
N (-1.77432, -0.73674, 0.07635)
N (1.13963, 0.37499, -0.53474)
N (-0.92999, -1.50459, -0.52800)
H (3.51559, 0.59330, 1.84502)
H (2.34059, 1.93859, 1.42998)
H (2.55132, -0.86150, 0.16255)
H (-2.62405, -1.26026, 1.91054)
H (-0.85413, -1.09337, 1.87511)
H (-1.89037, 0.35363, 1.84257)
H (1.13560, 2.46433, -0.72333)
H (-0.34876, 1.62793, -1.18637)
H (0.05950, 1.85088, 0.53139)
H (0.08231, -1.04215, -2.21618)
H (-0.98503, -2.44729, -2.33808)
H (-1.68666, -0.79719, -2.36226)
H (-2.32572, -0.05148, -0.44309)

## Properties
Energy relative to the best compared isomer or geometry (same formula, charge and spin) in kcal/mol: 109.7
Calculated total energy in eV: -9861.610
HOMO-LUMO gap (alpha / beta) in eV: 9.591 / 5.291
Max |F| in eV Å⁻¹: 2.04
LUMO level (alpha / beta) in eV: 1.0015 / -0.8628